1.
# C32H48BF3N8O7S4SiTi

A structure of composition C32H48BF3N8O7S4SiTi (ωB97M-V with the def2-TZVPD basis set, the OMol25 dataset).

XYZ file:
```
105
Properties=species:S:1:pos:R:3
Ti 0.98919 1.24240 0.36673
N 1.62014 -5.04287 -5.40236
C 1.75944 -4.25683 -4.25389
C 0.72121 -4.16749 -3.32948
C 0.87584 -3.42341 -2.17230
C 2.07633 -2.77780 -1.92141
C 3.13059 -2.87551 -2.82518
C 2.96717 -3.60204 -3.98818
S 2.26628 -1.91671 -0.39091
O 3.67238 -2.00785 -0.09703
O 1.32236 -2.48648 0.51944
N 1.80476 -0.35254 -0.61741
C 2.53528 0.48023 -1.41563
N 2.41545 1.76979 -0.99119
C 3.02684 2.70229 -1.66764
C 3.76736 2.40876 -2.79503
C 3.82089 1.08175 -3.17078
N 3.23314 0.11353 -2.49928
H 0.67576 -5.20002 -5.70751
H 2.24991 -4.82759 -6.15291
H -0.22095 -4.67553 -3.52899
H 0.07375 -3.33106 -1.44860
H 4.06523 -2.38458 -2.60229
H 3.78189 -3.67665 -4.70485
H 2.92300 3.70913 -1.28484
H 4.27380 3.18324 -3.35303
H 4.35900 0.76858 -4.06125
C -1.45763 3.07860 3.35956
N -0.12289 2.91769 3.92919
C 0.12180 2.58563 5.25011
C 1.45612 2.63517 5.41631
N 2.02897 3.00102 4.21384
B 3.54051 3.36149 4.09085
N 4.18963 2.91994 2.73422
C 5.27969 3.62235 2.25623
C 5.86489 2.89149 1.29067
N 5.11037 1.73586 1.17140
C 5.51831 0.59688 0.37254
C 4.06273 1.77393 2.04217
S 2.81430 0.58395 2.17566
C 1.05804 3.13325 3.29266
S 1.22748 3.53768 1.62647
H -1.96440 2.12203 3.31671
H -1.36878 3.47405 2.35586
H -2.02435 3.77800 3.97750
H -0.67508 2.33884 5.93622
H 2.05889 2.44129 6.29056
H 3.66880 4.57305 4.15034
H 4.11725 2.79277 5.00149
H 5.53924 4.59240 2.65289
H 6.73129 3.07905 0.67315
H 5.51511 0.84926 -0.68768
H 4.84189 -0.22684 0.54926
H 6.52780 0.29965 0.65919
C -3.32638 0.29266 -2.62208
C -2.17853 -0.70664 -2.53513
C -2.72799 -2.11423 -2.74665
C -1.12782 -0.39620 -3.58372
O -1.50877 -0.57665 -1.26733
Si -1.94354 -0.98453 0.26468
S -0.68425 0.03268 1.61169
O -1.92041 -2.63927 0.29786
C -2.27255 -3.57194 1.34883
C -3.76636 -3.86595 1.23942
C -1.92871 -3.02486 2.73386
C -1.46414 -4.83627 1.10101
O -3.55259 -0.67260 0.53207
C -4.33341 0.35684 1.15860
C -3.89549 1.74019 0.69732
C -4.20708 0.24166 2.67862
C -5.77282 0.09318 0.74304
H -3.78214 0.25524 -3.61486
H -2.96170 1.30421 -2.44186
H -4.08306 0.05205 -1.87412
H -3.26285 -2.15532 -3.70097
H -3.41881 -2.37995 -1.94046
H -1.91867 -2.84268 -2.76365
H -1.56783 -0.40446 -4.58571
H -0.32849 -1.14341 -3.54020
H -0.69218 0.58768 -3.39498
H -4.32652 -2.92917 1.28917
H -4.08932 -4.52552 2.05367
H -3.98735 -4.34843 0.28152
H -2.53316 -2.14089 2.96659
H -0.87661 -2.73127 2.76648
H -2.11780 -3.79183 3.49194
H -1.69839 -5.25062 0.11254
H -1.69555 -5.59091 1.86146
H -0.39925 -4.59841 1.14864
H -2.84104 1.89104 0.92208
H -4.47501 2.52015 1.20381
H -4.03306 1.85157 -0.38004
H -3.15448 0.30362 2.96330
H -4.60957 -0.71770 3.02455
H -4.75476 1.05581 3.16882
H -5.86747 0.16350 -0.34571
H -6.44064 0.83189 1.20078
H -6.08122 -0.90963 1.05557
F 0.58557 3.94112 -2.60653
C -0.64567 4.20153 -2.11160
F -0.75273 5.52712 -1.98728
F -1.54109 3.80229 -3.03902
C -0.91191 3.48081 -0.76158
O -1.70042 4.01830 -0.02739
O -0.27193 2.36099 -0.64858
```

As for the net charge: -1. The expectation value of S² is 0.7542. The energy relative to the best compared isomer or geometry (same formula, charge and spin) comes out at 0.0 kJ/mol. As for the multiplicity: 2. For the total energy, the calculation gives -143394.35311 eV. The LUMO energy (spin up / spin down) is 2.31 / 2.31 eV.

These are the Mulliken partial charges, in e, on atoms 1 to 5: atom 1 (Ti): 0.233, atom 2 (N): -0.589, atom 3 (C): 1.029, atom 4 (C): -0.926, atom 5 (C): 0.102

=====

2.
# C32H48BrF9N2O13PS4

A cluster of 3 separate species, C32H48BrF9N2O13PS4 in total (ωB97M-V with the def2-TZVPD basis set, the OMol25 dataset).

XYZ file:
```
110
Properties=species:S:1:pos:R:3
C 2.96412 -0.64531 5.19481
C 2.64552 -1.68288 4.09041
C 1.76935 -1.13125 2.97953
N 2.22726 0.03627 2.13587
C 1.08130 0.85241 1.56961
F 1.52531 2.16193 1.66486
C -0.12174 0.96667 2.54218
C -1.12855 -0.17420 2.76632
C -2.53581 0.05770 2.20025
C -3.61145 -0.82530 2.82501
F -4.62706 -0.03090 3.24402
F -3.18098 -1.60098 3.83720
C -4.24676 -1.76729 1.77839
F -4.55868 -1.10344 0.66878
F -3.42001 -2.78147 1.50573
F -5.36761 -2.30737 2.25276
C 0.72552 0.49916 0.11526
O 0.28365 -0.84654 0.19774
P -0.77393 1.52072 -0.37056
O -0.60391 3.15579 -0.47226
O -1.71898 0.74192 -1.47047
C 1.96538 0.51270 -0.92214
C 1.95891 -0.76311 -1.76621
C 1.91555 1.68284 -1.94933
C 1.04564 1.50839 -3.17955
O -0.03522 1.94824 -3.28215
Br 1.76834 0.64834 -4.78475
C 3.29905 0.71408 -0.12695
N 3.53346 2.17568 0.01052
C 4.55088 2.67410 -0.41978
S 5.89962 3.23149 -0.91746
C 3.43170 -0.08882 1.20123
C 4.64960 0.52499 1.96474
F 4.90605 -0.15219 3.08296
F 5.72376 0.49884 1.20292
F 4.40543 1.77728 2.35523
S 4.04500 -1.80891 0.67406
C 2.83935 -3.11134 0.75884
O 5.19645 -2.21879 1.42764
O 4.46789 -1.75805 -0.70778
O 3.71838 -2.50064 3.72857
C 4.04193 -3.49677 4.69636
C 3.68949 -4.86951 4.20184
C 2.87684 -5.73273 4.93478
C 2.57219 -7.00661 4.46343
C 3.08459 -7.46073 3.25420
C 3.90260 -6.59687 2.51874
C 4.19630 -5.32040 2.98095
H 4.00752 -0.71332 5.48645
H 2.79712 0.39002 4.88197
H 2.37282 -0.82039 6.08826
H 1.95935 -2.36780 4.60953
H 1.01961 -0.70788 3.64260
H 1.18050 -1.85230 2.43031
H 2.57309 0.68044 2.86516
H -0.66430 1.88513 2.37147
H 0.35580 1.16042 3.51202
H -0.79984 -1.15560 2.44243
H -1.25263 -0.29448 3.84439
H -2.49922 -0.21555 1.15103
H -2.79727 1.10866 2.24269
H -0.47178 -1.00019 -0.38603
H 0.27354 3.49330 -0.23573
H -2.45758 1.31997 -1.70720
H 0.99464 -0.93546 -2.23674
H 2.73588 -0.65330 -2.51489
H 2.19950 -1.66983 -1.23563
H 2.91692 1.74328 -2.37278
H 1.61335 2.62818 -1.51815
H 4.08975 0.42743 -0.81566
H 1.85560 -2.78320 0.42344
H 2.73052 -3.53779 1.75063
H 3.16675 -3.88304 0.07009
H 3.61206 -3.30196 5.67993
H 5.12404 -3.46846 4.82911
H 2.48727 -5.41474 5.89315
H 1.93661 -7.65483 5.04965
H 2.86288 -8.44110 2.86414
H 4.30766 -6.96616 1.58670
H 4.85104 -4.71171 2.36911
O -2.29226 6.89495 -3.09392
S -1.63114 5.96318 -3.95469
O -0.22232 6.05848 -4.18619
O -2.38717 5.92349 -5.34724
C -2.62569 7.17808 -6.02450
C -1.39258 7.68330 -6.74530
C -2.01051 4.32247 -3.45048
H -3.00498 7.91670 -5.31742
H -3.41989 6.97690 -6.74019
H -0.61632 7.97889 -6.04042
H -1.64556 8.54874 -7.35749
H -0.97534 6.90513 -7.38406
H -3.08747 4.23048 -3.33053
H -1.50596 4.15272 -2.50177
H -1.64172 3.63019 -4.20085
O -4.64362 -0.92137 -4.51765
S -6.00633 -0.48353 -4.57610
O -6.31229 0.89721 -4.77985
O -6.75435 -0.99065 -3.26459
C -6.13787 -0.68259 -2.00224
C -6.40112 0.74948 -1.57531
C -6.89741 -1.45727 -5.73668
H -5.06804 -0.89475 -2.04477
H -6.57557 -1.36816 -1.27946
H -5.89344 1.45640 -2.23207
H -6.04490 0.90942 -0.55647
H -7.46589 0.97423 -1.61839
H -6.70681 -2.50708 -5.53299
H -6.53590 -1.19070 -6.72719
H -7.95543 -1.22678 -5.64661
```

As for the net charge: +1. The energy relative to the best compared isomer or geometry (same formula, charge and spin) comes out at 0.0 kJ/mol. As for the multiplicity: 1. For the total energy, the calculation gives -210678.13381 eV. The LUMO energy is -2.61 eV.

These are the Mulliken partial charges, in e, on atoms 1 to 5: atom 1 (C): -1.762, atom 2 (C): -0.535, atom 3 (C): -0.996, atom 4 (N): 1.147, atom 5 (C): -0.087

=====

3.
# C32H48Cl4N3O7Si3TeV

A structure of composition C32H48Cl4N3O7Si3TeV (ωB97M-V with the def2-TZVPD basis set, the OMol25 dataset).

XYZ file:
```
99
Properties=species:S:1:pos:R:3
V -0.68639 2.24657 0.40565
C -4.04688 4.34802 1.93557
C -3.15919 3.14383 1.82537
O -2.23621 3.22715 0.93225
C -3.33129 2.03608 2.60723
C -2.61962 0.84110 2.37998
C -3.02962 -0.34711 3.20179
N -1.67507 0.75650 1.46076
N -1.32288 -0.56096 1.15213
C -0.66618 -0.52575 0.03764
O -0.38215 0.60212 -0.52277
C -0.34580 -1.76198 -0.71016
C -0.47708 -3.01157 -0.11217
C -0.18031 -4.15679 -0.83371
C 0.24226 -4.05495 -2.15349
C 0.36593 -2.80696 -2.74872
C 0.07759 -1.65600 -2.03070
H -3.44454 5.25033 1.83989
H -4.77540 4.33748 1.12149
H -4.58325 4.36650 2.88247
H -4.09671 2.03170 3.36931
H -3.05997 -0.02984 4.24561
H -4.03767 -0.65903 2.92011
H -2.34904 -1.18089 3.08578
H -0.80844 -3.07131 0.91694
H -0.28081 -5.12940 -0.36806
H 0.47346 -4.95019 -2.71761
H 0.69167 -2.72633 -3.77824
H 0.15919 -0.67438 -2.48092
N -0.17785 4.50546 0.42165
C 1.11782 5.15015 0.17189
C 1.86752 4.36295 -0.89537
C 2.28523 3.02393 -0.31336
O 3.46897 2.71960 -0.24129
O 1.33152 2.26206 0.10353
H -0.75400 4.57505 -0.41429
H -0.68436 4.94341 1.18275
H 1.68947 5.16048 1.10005
H 0.97037 6.18961 -0.13767
H 2.75620 4.89762 -1.22376
H 1.20739 4.19066 -1.74868
Cl -0.69234 4.26902 3.67161
Si 0.33240 2.64668 2.70323
Cl 0.11896 1.12263 4.13750
Cl 2.29852 3.23398 2.96979
C 2.42090 -4.71204 3.78373
Si 2.14378 -2.88519 3.41341
C 0.30377 -2.53344 3.54317
C 3.09444 -1.86294 4.66366
C 2.75564 -2.51173 1.68852
Te 2.50009 -0.44319 1.13219
C 4.46089 -0.23775 0.29343
Si 4.46302 -0.82324 -1.48610
C 3.34738 0.26224 -2.51771
C 6.22407 -0.73570 -2.15661
C 3.88099 -2.60486 -1.61903
H 2.11012 -4.96585 4.80054
H 3.47410 -4.98330 3.67746
H 1.84588 -5.33439 3.09325
H 0.01295 -2.35604 4.58182
H -0.27706 -3.38300 3.17255
H 0.01231 -1.65318 2.96462
H 2.70797 -2.01622 5.67431
H 3.01208 -0.80074 4.42467
H 4.15464 -2.12991 4.66312
H 2.26238 -3.13860 0.94225
H 3.82912 -2.70909 1.61999
H 5.15533 -0.76305 0.95115
H 4.66686 0.83260 0.33691
H 3.67867 1.30129 -2.48382
H 2.32167 0.23588 -2.14087
H 3.34064 -0.07730 -3.55747
H 6.63024 0.27245 -2.04604
H 6.25840 -0.99717 -3.21743
H 6.88245 -1.42374 -1.61980
H 2.85393 -2.70948 -1.26182
H 4.51396 -3.29212 -1.05178
H 3.90005 -2.91796 -2.66706
C -4.66536 -0.16479 -5.19845
C -4.37796 -0.60397 -3.79278
C -4.57709 -1.91077 -3.38288
C -4.28368 -2.29291 -2.08155
Cl -4.55050 -3.95023 -1.59807
C -3.77993 -1.38718 -1.17419
C -3.57038 -0.07131 -1.57218
C -3.87496 0.31994 -2.86761
O -3.74379 1.59097 -3.33447
C -3.05076 2.50582 -2.51606
C -1.53784 2.25538 -2.44421
O -0.97446 1.58077 -3.27289
O -0.99478 2.90745 -1.45290
H -5.05662 -0.99389 -5.78755
H -3.75811 0.20993 -5.67533
H -5.38935 0.65150 -5.21700
H -4.95884 -2.64385 -4.08229
H -3.52759 -1.69340 -0.16809
H -3.15403 0.62328 -0.85471
H -3.46581 2.53994 -1.50459
H -3.20122 3.48681 -2.96839
```

As for the net charge: -1. The expectation value of S² is 0.7927. As for the multiplicity: 2. For the total energy, the calculation gives -159482.25992 eV. The LUMO energy (spin up / spin down) is 1.61 / 2.08 eV.

These are the Mulliken partial charges, in e, on atoms 1 to 5: atom 1 (V): 0.592, atom 2 (C): -1.630, atom 3 (C): 0.328, atom 4 (O): 0.160, atom 5 (C): -1.320